Molecular formula: C32H40F24O16
Method: DFT, the ωB97M-V functional and the def2-TZVPD basis

```
112
Properties=species:S:1:pos:R:3:forces:R:3
C 0.4858 -2.1601 5.8856 -0.589 -1.859 0.322
C 1.1148 -1.9371 4.5316 -2.861 3.655 -0.926
O 2.5278 -2.1551 4.4836 0.743 -1.202 1.350
C 3.1878 -2.4211 3.3746 -5.976 2.466 -4.975
O 2.6538 -2.1761 2.2416 2.516 -1.422 3.811
C 4.5658 -2.9151 3.5516 0.304 1.538 -1.378
F 5.0558 -3.3641 2.4136 0.024 -1.135 -0.310
F 5.3108 -1.8541 3.8336 0.890 0.892 1.032
F 4.5978 -3.7721 4.5086 0.741 -1.709 1.313
H -0.5942 -2.6001 6.0366 1.513 1.979 -1.119
H 0.7818 -1.3791 6.5726 -0.294 -0.216 0.373
H 0.9168 -3.0991 6.0726 1.328 -1.363 1.646
H 0.8948 -0.8351 4.3826 0.804 -1.026 -0.625
H 0.4948 -2.4301 3.7936 0.792 -0.512 -0.602
C -6.2392 3.8119 -6.8204 -0.002 0.324 2.544
C -6.7092 2.4739 -6.2944 -4.460 -2.265 -1.702
O -6.0652 1.8799 -5.2234 3.401 1.962 2.764
C -6.2342 0.6879 -4.7754 -1.762 -3.712 -3.386
O -6.9072 -0.1611 -5.4204 1.928 2.199 2.819
C -5.3492 0.2889 -3.5114 -1.815 1.096 -0.454
F -6.0592 -0.7131 -2.9074 1.614 1.432 -0.080
F -4.1362 -0.1281 -3.8864 -0.659 0.015 0.493
F -5.1972 1.4069 -2.7024 -0.204 -2.113 -0.706
H -6.9022 4.2669 -7.5134 -2.130 0.245 0.241
H -5.4972 3.8649 -7.5634 2.456 -0.663 0.099
H -6.1142 4.4669 -5.8874 0.237 -0.521 -1.760
H -6.8932 1.5959 -6.9974 0.552 1.495 0.016
H -7.7552 2.5699 -5.8534 0.875 0.499 -0.878
C 1.6288 0.9299 1.4156 3.591 1.443 1.271
C 1.1228 1.5529 0.1326 0.304 -0.258 0.427
O -0.2762 1.8519 0.3136 -1.877 -0.844 0.929
C -0.9322 2.5499 -0.5824 2.770 2.023 -0.692
O -0.2992 3.2489 -1.3634 -2.236 -0.772 0.056
C -2.4922 2.4839 -0.4454 0.037 1.912 1.319
F -2.8642 3.0739 0.8566 0.695 -1.402 -3.228
F -3.1262 3.1499 -1.4374 0.806 -0.477 1.491
F -2.8742 1.2359 -0.4724 -0.493 -0.485 0.364
H 1.3118 -0.0861 1.6046 -0.500 0.030 0.114
H 1.5348 1.6259 2.3206 -0.483 -1.068 -1.174
H 2.8308 0.8409 1.4056 -2.894 0.127 -0.461
H 1.1548 0.8369 -0.6454 0.038 -1.013 -0.908
H 1.6688 2.3909 -0.2774 0.028 0.556 0.566
C 2.6478 -5.0811 -4.5484 -2.661 -0.572 0.063
C 2.0618 -3.9141 -3.8844 -5.322 2.686 -0.474
O 3.0708 -2.9581 -3.5044 1.458 0.513 1.493
C 2.8668 -1.9961 -2.5954 -6.880 -0.017 -0.255
O 1.7008 -1.6801 -2.1854 4.483 -1.165 -1.106
C 4.0378 -1.2011 -2.1104 3.517 0.652 0.603
F 5.0688 -1.2211 -3.0334 -1.503 0.458 0.735
F 3.7708 0.0919 -1.7634 -0.075 -1.781 -0.930
F 4.5808 -1.7861 -1.0064 -0.907 0.184 -0.741
H 3.4158 -4.5871 -5.0294 2.098 -0.402 -1.958
H 1.8058 -5.6021 -5.1474 1.810 0.920 0.621
H 2.9018 -5.6841 -3.7214 1.155 -1.334 0.309
H 1.4348 -4.3101 -2.9964 0.851 1.503 -1.125
H 1.3318 -3.2851 -4.7114 1.832 -1.668 2.632
C -3.1082 3.4359 4.2456 3.095 0.935 0.876
C -1.9052 2.4959 4.4086 1.300 1.620 2.470
O -2.0672 1.9759 5.8176 0.190 -0.293 -0.255
C -1.1252 1.2849 6.4286 1.800 -0.041 -1.961
O 0.0438 1.1919 6.0006 -3.207 -0.326 2.006
C -1.7752 0.6299 7.7716 2.428 -1.929 -2.441
F -0.9332 -0.4251 8.1506 -1.647 1.313 -0.403
F -1.6642 1.5389 8.7086 -1.350 -0.002 0.619
F -3.0242 0.0929 7.5066 2.023 1.419 1.193
H -4.0972 2.7949 4.2956 1.893 2.169 0.035
H -2.7382 3.8529 3.2916 -1.618 0.007 -0.293
H -2.7112 4.3909 4.9816 -2.424 -2.717 -1.488
H -0.8462 2.9239 4.2326 -1.746 0.144 0.940
H -1.8262 1.6889 3.7796 -0.721 -2.339 -1.343
C 3.3918 1.3259 5.2176 3.051 0.054 2.378
C 4.8038 1.4669 4.6166 0.410 -0.659 2.131
O 4.6748 1.2249 3.2596 0.602 -0.101 -2.800
C 5.8028 1.3869 2.5506 0.060 -0.125 0.538
O 6.8168 1.8629 2.9716 0.006 -0.130 -0.257
C 5.6688 0.8129 1.1236 -2.515 -0.341 -0.294
F 4.6628 1.5899 0.4926 1.937 -1.057 0.480
F 6.7618 0.7759 0.4116 0.123 0.773 0.003
F 5.2078 -0.4641 1.1706 0.075 1.006 0.203
H 2.8448 2.1449 4.8656 -1.502 0.658 -0.587
H 3.4188 1.3559 6.3466 0.195 0.434 -1.091
H 3.0748 0.3269 5.0656 -0.904 -0.665 -0.896
H 5.5818 0.8149 4.9786 -0.369 -1.834 0.489
H 5.4848 2.2649 4.8366 -0.943 2.123 -0.213
C -0.4312 2.0749 -5.0894 -1.298 -1.228 -3.233
C 0.3388 0.8039 -5.2334 -1.588 1.568 0.175
O 0.2708 0.3899 -6.5694 -0.359 -0.011 -2.759
C 1.0308 -0.5971 -6.8664 5.195 -3.580 1.855
O 1.8098 -1.2151 -6.0694 -2.940 2.036 -2.420
C 1.1848 -1.0091 -8.3784 -2.707 2.557 -1.369
F 1.6618 -2.2261 -8.6144 -0.287 1.572 0.330
F -0.1242 -0.8831 -8.8854 1.504 -1.041 0.368
F 1.8428 -0.0111 -9.1124 -0.111 -2.067 1.465
H 0.0178 2.8939 -5.6044 -0.185 0.628 -0.614
H -0.5322 2.3029 -4.1364 0.611 1.257 4.940
H -1.5232 1.8989 -5.2164 0.617 0.255 -1.262
H -0.2952 0.0989 -4.7644 0.638 -1.257 1.628
H 1.3578 1.0049 -5.0234 0.918 -0.706 1.004
C -1.2612 -2.6891 -0.4444 5.061 4.929 -1.243
C -1.1122 -2.3371 1.0906 2.121 0.667 -3.378
O -2.3932 -2.0671 1.4816 -3.065 -0.278 1.375
C -2.6842 -1.2571 2.4636 4.868 2.747 3.275
O -1.8162 -0.6491 3.2346 -4.360 -3.079 -3.834
C -4.2032 -1.1211 2.6586 1.788 0.167 2.858
F -4.8432 -1.2241 1.5246 -0.769 0.363 0.393
F -4.5292 -2.1061 3.5556 -0.431 0.187 -1.247
F -4.4022 0.0239 3.3786 -0.619 -0.587 -1.640
H -1.3102 -1.6711 -1.1044 -0.754 -2.161 1.754
H -2.0732 -3.2821 -0.5514 -2.353 -1.960 -0.776
H -0.2732 -3.0191 -0.9794 -1.785 -0.244 1.557
H -0.5682 -1.4271 1.2926 0.727 0.120 -0.275
H -0.5792 -3.1491 1.5276 -0.291 -0.775 1.168
```
Forces are in eV/Å.

## Properties
Highest occupied orbital energy: -11.0 eV
F_max: 8.158 eV/A
Energy above the lowest of the compared OMol25 structures with the same formula, charge and spin: 10.9841 eV
SMILES string: CCOC(=O)C(F)(F)F.CCOC(=O)C(F)(F)F.CCOC(=O)C(F)(F)F.CCOC(=O)C(F)(F)F.CCOC(=O)C(F)(F)F.CCOC(=O)C(F)(F)F.CCOC(=O)C(F)(F)F.CCOC(=O)C(F)(F)F
Orbital gap: 11.27 eV